(1)
2 unconnected molecules or ions with the total composition C2H6ClO2P in a non-equilibrium geometry, computed with ωB97M-V/def2-TZVPD.

SMILES string: O=PCl.CCO
HOMO-LUMO gap, eV: 9.762

Cartesian coordinates (Å):
C1 1.13038 -0.81714 -0.02351
C2 0.83115 0.55384 -0.57654
O1 -3.07120 0.22275 -0.90941
O2 0.29066 1.43444 0.40303
P1 -2.53198 0.47817 0.37524
Cl1 -2.87742 -1.23156 1.41974
H1 1.80004 -0.82781 0.81150
H2 0.23982 -1.38766 0.14329
H3 1.60576 -1.43962 -0.72698
H4 0.05420 0.58283 -1.36868
H5 1.69690 1.11556 -0.72832
H6 0.83170 1.31619 1.18064

=====

(2)
A single C2H6ClO2P molecule in a non-equilibrium geometry, computed with ωB97M-V/def2-TZVPD.

Multiplicity: 3
<S²>: 2.01
HOMO-LUMO gap (alpha / beta), eV: 5.712 / 6.597

Cartesian coordinates (Å):
C1 1.16034 -0.87944 1.41915
C2 0.76460 -0.31520 0.01738
O1 -2.97227 0.90101 -0.39922
O2 -0.33044 0.59430 0.16775
P1 -1.67524 1.04542 -1.08826
Cl1 -1.45199 -0.08314 -2.67179
H1 2.16947 -1.29693 1.26352
H2 1.16618 -0.04591 2.07342
H3 0.36597 -1.59849 1.66031
H4 0.47239 -1.05113 -0.71585
H5 1.71527 0.27326 -0.22603
H6 -1.38429 2.45626 -1.50039

=====

(3)
2 unconnected molecules or ions with the total composition C2H6ClO2PS in a non-equilibrium geometry, computed with ωB97M-V/def2-TZVPD.

HOMO-LUMO gap (alpha / beta), eV: 5.389 / 5.390

Cartesian coordinates (Å):
C1 0.06148 1.20923 0.66143
C2 -0.66837 -0.19945 0.59855
O1 2.25211 -3.08174 -0.67315
O2 0.17370 -1.13065 0.28621
P1 2.22881 -1.76869 -1.62002
S1 4.00085 -0.90420 -1.67390
Cl1 1.48142 -2.23025 -3.29678
H1 0.91596 1.19444 -0.11572
H2 -0.59185 2.10397 0.29155
H3 0.51951 1.50452 1.57871
H4 -1.66293 -0.14715 0.11171
H5 -1.00797 -0.31746 1.63222
H6 1.34483 -3.09911 -0.24029

=====

(4)
A molecular structure, C2H6ClOP in a non-equilibrium geometry, computed with ωB97M-V/def2-TZVPD.

HOMO-LUMO gap, eV: 8.638

Cartesian coordinates (Å):
C1 1.50216 0.13288 0.81795
C2 -0.81221 -0.36352 -0.92692
O1 1.08792 1.91597 -1.72082
P1 1.06604 -0.23977 -1.02630
Cl1 -0.32247 2.72701 -1.25128
H1 0.57836 -0.32669 1.18955
H2 1.48063 1.20303 0.69373
H3 2.45274 -0.18879 1.12134
H4 -1.16539 -0.05754 -1.90209
H5 -1.16029 0.26713 -0.13473
H6 -1.20881 -1.33230 -0.80231

=====

For each record above, in turn, the calculated relative energy (zero: lowest compared OMol25 entry of this formula, charge and spin) values are 39.9 51.9 99.8 110.6 kcal per mole.